Entry from the Open Molecules 2025 dataset: 18 unconnected molecules or ions with the total composition C39H91N13O38S5 in a non-equilibrium geometry (the ωB97M-V functional and the def2-TZVPD basis).

Structure (XYZ):
```
186
Properties=species:S:1:pos:R:3:forces:R:3
C 2.19793 -2.48297 0.02266 -0.1 0.5 0.5
N 3.24026 -3.45860 0.38310 -0.3 -2.1 1.0
O 2.96658 -4.33606 1.22778 0.3 1.6 -1.2
O 4.32198 -3.35610 -0.14601 0.2 0.2 -0.2
H 1.32262 -2.72556 0.62524 0.1 0.2 -0.5
H 2.05198 -2.42910 -1.05618 0.0 -0.4 0.2
H 2.62737 -1.53706 0.35269 -0.1 0.1 0.0
C 0.34835 0.69264 -0.29163 0.2 0.8 -0.5
N -0.97847 0.20926 0.22035 1.2 4.8 2.7
O -1.58198 0.93594 1.05848 0.9 -1.7 -1.8
O -1.31138 -0.83292 -0.18197 -1.6 -3.1 -0.8
H 1.11778 0.03135 0.10687 -0.3 0.0 -0.1
H 0.59863 1.72913 -0.06547 -0.5 -0.2 0.7
H 0.28246 0.69471 -1.37963 0.1 -0.6 0.0
C -1.81016 2.05594 5.59208 -0.8 0.8 -0.3
N -3.18605 1.61939 6.02954 -1.2 -3.0 1.5
O -3.35479 1.21107 7.18762 1.1 1.4 -0.9
O -4.07584 1.44775 5.20660 1.0 1.2 -0.4
H -1.85996 2.03367 4.50346 0.4 -0.2 0.1
H -1.02025 1.45926 6.04827 -0.5 -0.3 -0.1
H -1.68480 3.08641 5.92452 -0.1 0.0 0.0
C -3.48173 0.02180 -2.15564 -0.6 0.4 -0.1
N -2.50725 -0.79418 -2.93518 -0.8 -0.5 0.9
O -2.83516 -1.96160 -3.14328 1.0 1.2 -0.2
O -1.49406 -0.22294 -3.29382 0.0 -0.7 -0.3
H -4.23935 0.30891 -2.88479 0.0 0.1 0.0
H -3.00447 0.91839 -1.76010 0.1 -0.3 -0.1
H -3.99237 -0.56275 -1.39038 0.4 -0.2 -0.1
C 3.07613 1.92083 4.33997 1.4 -1.1 -1.2
N 1.81562 2.48074 3.85386 -1.8 -0.3 -0.7
O 1.72945 3.68615 3.89840 0.2 0.4 0.1
O 0.89826 1.75835 3.46187 1.1 0.2 0.6
H 3.85229 2.59165 3.97164 -0.1 0.7 1.3
H 3.42243 1.06128 3.76607 -1.1 -0.6 -0.1
H 2.98258 1.59458 5.37577 0.2 0.7 0.0
C 0.71931 5.24679 -2.75888 0.1 0.0 1.7
C 0.59325 4.81776 -1.29906 1.5 -0.7 0.9
O -0.72844 4.34949 -1.07593 -1.9 -0.4 -1.5
S -1.78538 4.89860 -2.24731 1.3 0.2 0.9
O -2.82348 5.69929 -1.63316 2.0 -0.9 -1.1
O -2.20181 3.81238 -3.11703 1.1 1.4 0.9
O -0.53294 5.84945 -2.92336 -3.3 -0.1 -1.0
H 0.93160 4.41933 -3.43590 -0.3 -0.2 0.1
H 1.51358 5.98379 -2.87750 -0.3 0.2 0.0
H 0.74493 5.52896 -0.48709 0.2 0.9 -0.7
H 1.34457 4.05909 -1.07984 -0.5 -0.7 0.0
C -2.13496 -1.19903 3.60053 -0.2 -0.5 -1.7
C -2.09520 -2.51046 2.78867 -0.3 0.2 0.0
O -2.24050 -3.55069 3.73803 -0.9 -1.5 2.0
S -3.31759 -3.15540 4.93511 -0.8 1.9 -2.6
O -3.04307 -3.79365 6.18914 0.7 0.9 -1.3
O -4.69991 -3.22192 4.45669 2.8 0.3 0.6
O -2.74137 -1.52268 4.80200 -1.6 -1.9 3.0
H -2.80768 -0.55491 3.03427 0.3 0.6 0.2
H -1.13939 -0.78608 3.76304 -0.2 0.0 0.0
H -1.14900 -2.69762 2.28093 -0.2 0.1 -0.1
H -2.96137 -2.54668 2.12796 0.3 0.0 -0.3
C -6.39552 -5.82050 -0.50922 -1.2 0.3 0.9
C -6.15151 -5.74719 0.99963 -0.8 -1.8 -0.3
O -5.23329 -4.74354 1.24790 1.5 2.8 -0.8
S -4.56978 -4.09879 -0.13160 -0.7 0.3 0.6
O -3.11368 -4.17395 -0.03390 -2.8 -0.2 -0.3
O -5.17215 -2.79968 -0.48976 1.1 -3.3 0.8
O -5.18646 -5.36971 -1.01984 2.4 1.7 -1.1
H -7.21816 -5.20185 -0.86791 0.0 0.3 0.2
H -6.63076 -6.84002 -0.81472 0.5 0.0 -0.1
H -5.63710 -6.66504 1.28429 -0.3 -0.2 0.2
H -7.08048 -5.64301 1.56022 0.2 0.3 0.1
C -6.17312 3.01938 2.22488 -0.3 0.4 0.6
C -4.76537 2.60391 2.10964 1.1 0.8 0.3
O -4.83701 1.29031 1.71266 0.4 -4.2 -2.1
S -6.33115 0.49543 1.82717 2.3 2.7 1.6
O -6.20705 -0.71113 2.63281 -0.3 2.6 -1.6
O -6.99715 0.51604 0.55921 0.5 -0.4 0.8
O -6.75381 1.81925 2.69825 -2.7 -1.8 0.7
H -6.62106 3.36260 1.29233 -0.1 0.0 0.1
H -6.22446 3.74763 3.03428 -0.6 0.0 -0.2
H -4.25700 2.62595 3.07358 -0.1 0.1 0.2
H -4.19473 3.22259 1.41702 0.0 -0.3 -0.3
C 0.00822 3.24028 -6.19276 -0.9 -0.8 1.1
C -0.72830 1.92412 -5.83802 -0.2 0.7 -0.6
O -0.21040 0.97106 -6.79590 1.0 0.2 -1.0
S 1.16333 1.52151 -7.55743 0.6 0.4 0.0
O 0.92086 2.00272 -8.91954 0.0 -1.0 2.9
O 2.26672 0.58888 -7.32892 -2.2 1.8 -0.2
O 1.31166 2.83626 -6.51303 1.1 -1.8 -1.4
H 0.00136 3.81179 -5.26463 0.3 0.5 -0.4
H -0.38922 3.75879 -7.06528 -0.5 0.1 0.3
H -1.80569 2.06837 -5.91867 0.0 -0.2 -0.7
H -0.61818 1.53910 -4.82424 0.8 0.1 -0.1
C 4.38801 2.82669 1.10584 -2.6 -0.5 -0.6
O 3.24921 2.55532 0.69815 0.7 1.4 0.0
N 5.16245 1.86930 1.53064 2.8 -1.5 1.2
C 6.51218 2.17490 1.97527 0.2 1.2 0.5
C 4.83784 0.45508 1.51009 0.1 0.0 0.0
H 4.87224 3.80757 1.23079 -0.5 0.3 -0.3
H 6.73351 1.88471 3.00236 -0.2 -0.9 -0.1
H 6.59756 3.25384 2.10449 0.0 0.2 -0.5
H 7.31199 1.87539 1.29799 -0.2 -0.3 0.0
H 3.76347 0.29948 1.41214 0.1 0.1 0.0
H 5.39355 -0.03877 0.71297 -0.2 -0.1 -0.2
H 5.21963 0.02597 2.43649 -0.2 -0.1 0.1
C 2.46544 0.89191 -3.96133 0.1 -0.5 0.4
O 2.19252 1.83484 -3.24341 -0.2 0.6 0.3
N 3.41350 -0.03636 -3.61917 -1.4 1.0 -0.1
C 3.94973 -0.91228 -4.61712 1.1 0.3 -1.7
C 4.19471 0.23040 -2.41343 0.3 -1.3 -0.6
H 1.89492 0.73618 -4.89002 0.5 -0.4 0.0
H 3.96095 -1.99293 -4.47515 -0.2 0.1 0.7
H 4.95395 -0.56316 -4.85744 0.6 -0.4 0.4
H 3.53805 -0.74821 -5.61297 -0.9 0.1 0.2
H 3.56954 0.42144 -1.54121 0.0 0.2 -0.2
H 4.74656 -0.70247 -2.29799 0.1 0.0 0.6
H 4.95601 0.99584 -2.56379 -0.2 0.4 0.0
C -2.24762 7.17553 2.13850 -1.5 1.5 -1.3
O -2.21106 8.21815 1.49567 -0.1 -0.5 0.4
N -1.24721 6.66845 2.81149 2.0 0.1 2.4
C -1.34416 5.33854 3.41239 -0.2 -0.2 -0.5
C -0.04616 7.52486 3.07182 0.4 -1.3 0.1
H -3.16731 6.58099 2.25221 -0.2 -0.1 -0.4
H -2.31826 4.91403 3.16947 0.0 0.0 -0.4
H -1.32764 5.23830 4.49765 0.4 0.8 0.2
H -0.57680 4.68227 3.00183 0.0 0.0 0.0
H -0.15053 8.60219 3.20058 -1.0 -0.2 -0.7
H 0.40307 7.23963 4.02310 -0.1 -0.5 0.0
H 0.68439 7.30525 2.29325 0.1 0.4 0.0
C 1.79712 -2.16977 3.45564 -0.1 -0.9 1.0
O 1.12156 -1.51746 2.69844 -0.5 0.9 -1.3
N 1.70523 -2.05056 4.78429 1.2 0.5 1.3
C 0.76014 -1.15762 5.45868 0.6 -0.3 -0.2
C 2.33769 -2.98328 5.72140 -0.3 -0.5 -0.3
H 2.44860 -2.99832 3.13743 0.2 0.2 -0.1
H -0.08433 -1.79683 5.71634 -0.5 0.6 0.2
H 0.52245 -0.26242 4.88405 -0.2 -0.4 -0.3
H 1.25207 -0.79559 6.36148 -0.1 -0.2 0.2
H 3.22031 -3.49349 5.33567 -0.2 0.1 -0.5
H 2.66940 -2.52325 6.65222 -0.2 0.4 -0.2
H 1.57808 -3.72659 5.96344 0.2 -0.2 0.3
C 2.00114 -3.35113 -7.20214 -0.4 0.2 -0.3
O 2.43586 -3.28932 -8.32228 1.3 -0.2 -0.7
N 0.74214 -3.03265 -6.92279 -2.0 -0.4 2.3
C 0.26009 -3.23557 -5.51260 -0.4 0.5 -1.2
C -0.23830 -2.59146 -7.92561 0.3 -0.1 0.8
H 2.52685 -3.65090 -6.28239 0.5 -0.1 -0.2
H 1.02684 -3.63155 -4.84670 0.3 0.5 -0.2
H -0.55258 -3.95510 -5.41291 -0.1 -0.2 -0.7
H -0.18117 -2.30429 -5.15749 0.3 0.2 0.3
H 0.22958 -2.57315 -8.90992 -0.1 0.0 0.2
H -1.10965 -3.24534 -7.88975 0.1 -0.3 -0.2
H -0.61292 -1.60880 -7.63902 0.2 0.2 -0.2
C 0.58249 -7.95269 2.95767 1.6 -1.9 1.7
O 1.27244 -8.60383 3.75343 -0.6 0.2 -1.1
N 0.17097 -6.73637 3.23579 -1.8 1.7 -2.2
C -0.60546 -6.01186 2.20561 0.6 0.0 -0.2
C 0.44188 -6.03758 4.43607 -0.2 0.3 1.5
H 0.24677 -8.33001 1.97934 0.1 -0.1 0.1
H -0.00636 -5.17828 1.83910 -0.2 0.5 0.3
H -1.59839 -5.71671 2.54483 0.2 0.2 0.2
H -0.73091 -6.56768 1.27640 0.0 -0.6 0.3
H 0.51631 -6.72000 5.28274 0.1 -0.2 -0.2
H 1.34821 -5.43243 4.45730 0.3 -0.1 -0.5
H -0.38690 -5.36525 4.65786 -0.1 0.1 -0.1
C -0.27149 -4.64027 -1.59370 2.2 0.1 2.7
O 0.87131 -4.83327 -1.16420 0.0 0.6 -0.1
N -0.76283 -5.32120 -2.58583 -0.3 -0.7 -1.9
C -2.05735 -5.06952 -3.07383 -1.5 -0.1 -1.3
C 0.07193 -6.14695 -3.46693 1.0 -0.1 1.5
H -0.92506 -3.96141 -1.02432 -0.4 0.0 -0.6
H -2.69950 -4.42742 -2.47095 0.6 0.2 0.0
H -2.62800 -5.98913 -3.20340 0.1 -0.3 0.1
H -1.89376 -4.67712 -4.07750 -0.8 0.4 -0.1
H 1.07951 -6.08518 -3.05577 0.0 -0.3 0.3
H -0.27895 -7.17487 -3.37545 0.1 0.0 -0.5
H 0.23407 -5.81025 -4.49087 -1.0 0.1 -0.1
C 3.36196 6.63139 0.09966 -2.3 3.0 -0.5
O 3.04399 7.74688 0.57595 1.1 -2.5 -0.3
N 3.76682 6.47947 -1.17870 0.9 -0.6 0.7
C 4.07393 7.57064 -2.06442 -0.7 0.1 -1.0
C 4.04387 5.13499 -1.66022 -1.0 -0.4 -0.7
H 3.02757 5.66005 0.49575 0.5 0.0 0.7
H 5.13776 7.59727 -2.30038 0.1 0.5 0.3
H 3.58823 8.50972 -1.79922 0.7 -0.1 0.8
H 3.57853 7.39102 -3.01858 0.0 -0.4 -0.3
H 3.10618 4.66120 -1.95064 -0.1 -0.1 -0.3
H 4.62424 5.18323 -2.58160 0.3 -0.1 0.3
H 4.42217 4.40824 -0.94130 0.5 0.6 0.1
```
Positions in Å, forces in eV/Å.

Calculated values
LUMO energy, eV: -0.7
Total charge: 0
Highest occupied orbital energy, eV: -9.04


Entry from the Open Molecules 2025 dataset: C5H6O3 in the gas phase in a non-equilibrium geometry (the ωB97M-V functional and the def2-TZVPD basis).

Structure (XYZ):
```
14
Properties=species:S:1:pos:R:3:forces:R:3
C 1.65133 -0.31624 -1.29856 0.0 0.1 0.1
C 1.30008 -1.09166 -0.27915 0.1 -0.2 -0.2
C 0.63224 -0.64403 0.96551 0.3 -0.1 0.2
O 0.80272 -1.24445 2.01249 -0.1 0.2 -0.4
C -0.33992 0.46715 0.93579 -1.4 -0.5 -1.1
O -0.41137 1.41331 -0.12701 0.6 1.4 -0.5
C -1.42464 0.51127 -0.22378 1.2 -1.2 2.0
O -2.69541 0.82567 0.10144 -0.7 0.7 -0.1
H 2.20052 -0.71560 -2.13637 0.0 -0.1 -0.1
H 1.43473 0.74064 -1.31634 0.0 0.0 0.0
H 1.55192 -2.14742 -0.27071 0.1 0.0 0.0
H -0.60382 0.87075 1.90940 -0.2 -0.2 -0.1
H -1.39838 -0.16332 -1.07521 0.1 -0.1 0.2
H -2.69999 1.49395 0.80249 0.0 -0.1 -0.1
```
Positions in Å, forces in eV/Å.

Calculated values
LUMO energy, eV: 0.4
ΔE to the lowest compared entry with this formula, charge and spin, eV: 2.1048
Total charge: 0
SMILES: C=CC(=O)[C@H]1O[C@@H]1O
Highest occupied orbital energy, eV: -9.77


Entry from the Open Molecules 2025 dataset: 3 unconnected molecules or ions with the total composition C15H15BF16O4 in a non-equilibrium geometry (the ωB97M-V functional and the def2-TZVPD basis).

Structure (XYZ):
```
51
Properties=species:S:1:pos:R:3:forces:R:3
F -4.22394 0.16516 -6.73021 0.0 -0.1 0.0
C -3.83612 -1.05506 -6.31729 -0.5 -0.5 -0.3
F -4.96423 -1.72078 -5.96056 0.2 -0.1 0.2
C -2.86252 -1.00778 -5.13525 0.2 0.5 0.7
F -3.46603 -0.53107 -4.02209 -0.1 -0.1 -0.2
F -2.51582 -2.29779 -4.84914 0.0 0.0 -0.4
C -1.54730 -0.23542 -5.35956 0.9 -0.1 0.2
O -1.49132 1.12656 -4.91860 -1.2 0.1 -0.6
C -2.03829 2.09734 -5.76918 1.3 -1.0 -0.1
F -2.21884 1.56807 -6.99472 -0.2 0.5 0.0
F -1.08743 3.04772 -5.91294 -0.4 0.2 0.2
C -3.30677 2.74456 -5.20008 -0.6 0.4 0.3
F -4.23504 1.82576 -4.86542 0.2 0.1 0.1
F -3.87376 3.56320 -6.11829 0.3 -0.1 -0.1
H -3.39061 -1.58454 -7.16466 0.1 0.0 0.1
H -0.79897 -0.73708 -4.74142 -0.2 0.0 0.1
H -1.17764 -0.34111 -6.38093 -0.3 0.1 0.0
H -3.07481 3.32880 -4.30698 0.2 0.0 -0.1
F 1.27582 0.62983 5.99331 0.0 0.0 0.1
C 1.44417 0.20683 7.26029 -0.6 0.4 0.4
F 1.29263 1.29497 8.05662 0.2 -0.2 0.1
C 2.81629 -0.42944 7.50130 0.8 0.0 -0.3
F 3.80614 0.48498 7.39286 -0.2 0.1 0.0
F 2.84034 -0.85434 8.79951 -0.4 -0.1 -0.2
C 3.16613 -1.65032 6.62899 0.3 -0.8 0.1
O 3.94227 -1.42145 5.44932 -0.8 1.0 -0.3
C 3.26863 -0.98469 4.30192 0.0 -1.4 0.9
F 1.94345 -1.17780 4.45881 0.0 0.3 -0.5
F 3.65003 -1.81218 3.30460 0.1 0.5 -0.1
C 3.62381 0.45475 3.91256 0.3 0.7 -0.1
F 3.43440 1.31519 4.93289 0.1 -0.2 -0.1
F 2.83959 0.87638 2.88983 -0.1 -0.3 0.0
H 0.64275 -0.49745 7.50247 0.1 -0.1 0.0
H 3.81210 -2.27991 7.24458 0.1 0.3 0.0
H 2.29294 -2.27121 6.42017 -0.1 0.3 -0.1
H 4.66856 0.52717 3.60359 0.0 -0.2 0.0
C -2.73314 0.23861 -0.28775 -0.5 -1.2 0.1
C -1.75711 0.91310 -0.53885 1.4 0.0 -0.2
B -0.26640 1.39949 -0.88134 -0.7 -0.4 1.2
C 0.96471 0.85669 0.01613 -0.5 -1.2 -0.6
C 0.71133 -0.65616 0.48915 -0.6 0.1 0.2
C 0.90587 -1.64802 -0.73481 0.8 0.6 1.4
O 2.02689 -2.05415 -0.90594 -1.0 -0.1 -0.7
O -0.14045 -1.99573 -1.57213 0.6 0.6 1.1
H -3.49423 -0.54155 -0.05599 0.8 1.5 -0.3
H -0.06357 2.12182 -1.79443 -0.1 0.1 -0.1
H 1.89771 0.82699 -0.62488 -0.8 0.4 0.9
H 1.11834 1.48627 0.93565 -0.1 -0.4 -0.9
H -0.30158 -0.78137 0.97099 0.9 0.3 -0.6
H 1.46036 -0.89933 1.29972 -0.7 -0.1 -1.3
H -0.97934 -1.63455 -1.22183 0.5 0.0 -0.1
```
Positions in Å, forces in eV/Å.

Calculated values
LUMO energy, eV: -0.5
Total charge: 0
SMILES: FC(F)C(F)(F)COC(F)(F)C(F)F.FC(F)C(F)(F)COC(F)(F)C(F)F.C#CBCCC(=O)O
Highest occupied orbital energy, eV: -10.23